(1)
The following is a quantum chemistry calculation of a cluster of 2 separate species, C2H9NOS2 in total at a distorted geometry, from OMol25.

Summary:
Charge: 0
E_LUMO, eV: 0.398
SMILES string: CSS.NCO
Total energy, a.u.: -1007.886839
Energy above the lowest of the compared OMol25 structures with the same formula, charge and spin, eV: 2.096

Each atom is followed by the atoms it is bonded to, with distances in Å.
Geometry (Å):
1 C 2.0665 -0.5445 0.1767  S2 1.840, H4 1.101, H5 1.069, H6 1.084
2 S 2.4208 0.9410 -0.8499  C1 1.840, S3 2.112
3 S 0.9821 2.4614 -0.5706  S2 2.112, H7 1.371
4 H 1.0079 -0.5276 0.4793  C1 1.101
5 H 2.4535 -1.3202 -0.4480  C1 1.069
6 H 2.6678 -0.5414 1.0782  C1 1.084
7 H 0.3969 2.5387 -1.8077  S3 1.371
8 N -1.3574 -0.1539 1.2629  C9 1.496, H11 1.126, H12 1.012
9 C -1.8984 -0.3817 -0.1134  N8 1.496, O10 1.490, H13 1.105, H14 1.071
10 O -0.8886 -0.9324 -1.0606  C9 1.490, H15 1.015
11 H -1.7299 -0.3597 2.3057  N8 1.126
12 H -0.4753 -0.5933 1.4931  N8 1.012
13 H -2.3222 0.5761 -0.4656  C9 1.105
14 H -2.6989 -1.0609 0.1005  C9 1.071
15 H -0.6248 -0.1016 -1.5806  O10 1.015


(2)
The following is a quantum chemistry calculation of a cluster of 2 separate species, C7H15PS in total at a distorted geometry, from OMol25.

Summary:
Charge: 0
E_LUMO (spin up / spin down), eV: -1.379 / -1.379
Total energy, a.u.: -1015.128870
Energy above the lowest of the compared OMol25 structures with the same formula, charge and spin, eV: 2.463

Each atom is followed by the atoms it is bonded to, with distances in Å.
Geometry (Å):
1 C -1.2088 -1.0512 -0.3918  C2 1.569, C3 1.574, H10 1.166, H11 1.031
2 C -1.5396 0.1044 0.6172  C1 1.569, C4 1.564, H12 1.121, H13 1.141
3 C 0.3425 -0.8785 -0.5942  C1 1.574, C5 1.491, P8 1.868, H14 1.134
4 C -0.8843 1.4067 0.0499  C2 1.564, C6 1.591, P8 1.807, H15 1.029
5 C 0.8221 -1.4663 -1.8774  C3 1.491, H16 1.058, H17 1.066, H18 1.097
6 C -1.7627 1.8981 -1.1821  C4 1.591, H19 1.058, H20 1.117, H21 1.172
7 C 2.7228 -0.0845 2.5700  S9 1.817, H22 1.103, H23 1.118, H24 1.153
8 P 0.7646 0.9396 -0.5218  C3 1.868, C4 1.807
9 S 2.2765 1.6252 2.1463  C7 1.817
10 H -1.2620 -2.1614 -0.0387  C1 1.166
11 H -1.6735 -0.8126 -1.2802  C1 1.031
12 H -2.6564 0.2017 0.6310  C2 1.121
13 H -1.3622 -0.3449 1.6505  C2 1.141
14 H 0.8875 -1.4161 0.2424  C3 1.134
15 H -0.6968 2.1531 0.7324  C4 1.029
16 H 1.8693 -1.4228 -2.0251  C5 1.058
17 H 0.3447 -1.0393 -2.7301  C5 1.066
18 H 0.5642 -2.5263 -1.7602  C5 1.097
19 H -1.9313 0.9940 -1.7052  C6 1.058
20 H -1.2979 2.7391 -1.7509  C6 1.117
21 H -2.6696 2.3733 -0.6118  C6 1.172
22 H 2.8565 -0.1962 3.6592  C7 1.103
23 H 3.6642 -0.3660 2.0370  C7 1.118
24 H 1.8299 -0.6690 2.1339  C7 1.153


(3)
The following is a quantum chemistry calculation of the molecule C6H11ClINO3 at a distorted geometry, from OMol25.

Summary:
Charge: 0
E_LUMO, eV: 0.182
SMILES string: COC(OC)O/C(CI)=C(/N)Cl
Total energy, a.u.: -1273.495756

Each atom is followed by the atoms it is bonded to, with distances in Å.
Geometry (Å):
1 C -0.9538 -0.9633 -0.3424  C4 1.533, C6 1.324, O8 1.370
2 C -0.0191 2.1126 1.3939  O9 1.474, H13 1.074, H14 1.091, H15 1.056
3 C 2.9227 -0.5759 0.0033  O10 1.462, H16 1.080, H17 1.093, H18 1.163
4 C -1.8040 -0.0266 -1.2090  C1 1.533, I12 2.201, H19 1.200, H20 1.110
5 C 0.9490 0.6971 -0.3016  O8 1.418, O9 1.383, O10 1.346, H21 1.062
6 C -1.4206 -2.1383 0.0497  C1 1.324, N7 1.353, Cl11 1.721
7 N -2.5396 -2.8176 -0.2906  C6 1.353, H22 0.983, H23 1.055
8 O 0.2386 -0.4599 0.1074  C1 1.370, C5 1.418
9 O 0.2826 1.8781 -0.0298  C2 1.474, C5 1.383
10 O 2.1619 0.6413 0.2788  C3 1.462, C5 1.346
11 Cl -0.4468 -2.9701 1.1989  C6 1.721
12 I -3.6543 0.6191 -0.2076  C4 2.201
13 H -1.0919 2.1448 1.4364  C2 1.074
14 H 0.3514 3.0996 1.6742  C2 1.091
15 H 0.3885 1.3752 2.0305  C2 1.056
16 H 2.7360 -0.7662 -1.0431  C3 1.080
17 H 2.5712 -1.5187 0.4298  C3 1.093
18 H 3.9859 -0.3053 0.3888  C3 1.163
19 H -1.1853 0.9792 -1.4232  C4 1.200
20 H -1.9471 -0.4079 -2.2412  C4 1.110
21 H 1.0181 0.6084 -1.3577  C5 1.062
22 H -3.3379 -2.3522 -0.6260  N7 0.983
23 H -2.7710 -3.6654 0.2931  N7 1.055